Record 1
Formula: C2H3N3O2
Source: the OMol25 dataset
Level of theory: ωB97M-V with the def2-TZVPD basis set

```
10
C2H3N3O2 | the OMol25 dataset | ωB97M-V with the def2-TZVPD basis set
H 0.574 -1.515 0.669
C -0.872 0.250 0.096
O -2.016 -0.044 0.195
C 0.370 -0.620 -0.057
H 0.226 -1.259 -0.945
O 2.581 -0.330 0.087
N -0.352 1.467 0.061
N 1.488 0.212 0.085
N 1.275 1.450 0.105
H -0.898 2.394 0.246
```

Computed properties:
* Kohn-Sham gap: 9.95 eV
* SMILES: O=C1C[N+]([O-])=NN1
* E_tot: -392.61559 Eh
* HOMO energy: -0.3695 hartree

Record 2
Formula: C2H3N3O2
Source: the OMol25 dataset
Level of theory: ωB97M-V with the def2-TZVPD basis set

```
10
C2H3N3O2 | the OMol25 dataset | ωB97M-V with the def2-TZVPD basis set
H 0.347 -0.014 2.349
N -0.743 -0.463 -1.499
N 0.685 1.145 -0.609
C -0.763 -0.816 -0.254
H -0.879 -1.679 0.301
O -1.164 -1.002 -2.491
C 0.289 0.461 0.392
H 1.480 1.061 1.923
N 0.723 0.515 1.644
O 0.026 0.791 -1.755
```

Computed properties:
* Kohn-Sham gap: 9.87 eV
* SMILES: Nc1c[n+]([O-])on1
* E_tot: -392.55475 Eh
* HOMO energy: -0.3399 hartree

Record 3
Formula: C2H3N3O2
Source: the OMol25 dataset
Level of theory: ωB97M-V with the def2-TZVPD basis set

```
10
C2H3N3O2 | the OMol25 dataset | ωB97M-V with the def2-TZVPD basis set
H 1.029 1.903 0.875
H 3.086 -0.086 -0.424
O -2.377 -0.607 -0.071
H 0.055 -1.809 0.059
C -1.232 -0.148 0.018
N 0.799 1.195 0.094
O -0.753 1.221 -0.219
C 1.164 -0.139 0.089
N 2.340 -0.804 -0.189
N -0.100 -0.848 0.262
```

Computed properties:
* Kohn-Sham gap: 10.43 eV
* SMILES: [H]/N=c1\[nH]oc(=O)[nH]1
* E_tot: -392.67937 Eh
* HOMO energy: -0.3725 hartree

Record 4
Formula: C2H3N3O2
Source: the OMol25 dataset
Level of theory: ωB97M-V with the def2-TZVPD basis set

```
10
C2H3N3O2 | the OMol25 dataset | ωB97M-V with the def2-TZVPD basis set
H -3.148 -1.308 0.681
H 4.078 0.240 0.333
H -1.342 1.415 -0.424
O 1.790 0.417 0.072
N 0.582 0.975 -0.076
C -1.528 -0.347 -0.119
C -0.668 0.581 -0.357
O 3.704 -0.699 -0.070
N -2.406 -1.171 -0.122
N 2.373 -0.776 -0.248
```

Computed properties:
* Kohn-Sham gap (spin up / spin down): 8.52 / 7.93 eV
* E_tot: -392.41807 Eh
* HOMO energy (spin up / spin down): -0.2894 / -0.3052 hartree

Record 5
Formula: C2H3N3O2
Source: the OMol25 dataset
Level of theory: ωB97M-V with the def2-TZVPD basis set

```
10
C2H3N3O2 | the OMol25 dataset | ωB97M-V with the def2-TZVPD basis set
N -0.180 0.879 0.537
N 0.083 -1.112 0.115
H -0.145 2.013 0.854
N 0.141 -0.474 -1.145
H -0.473 -0.957 -1.973
C 0.033 -0.316 1.228
O 0.048 1.840 -1.468
C 0.013 0.819 -0.854
H 0.335 -2.170 0.349
O 0.145 -0.521 2.358
```

Computed properties:
* Kohn-Sham gap: 10.08 eV
* SMILES: O=c1[nH][nH]c(=O)[nH]1
* E_tot: -392.72234 Eh
* HOMO energy: -0.3532 hartree

Record 6
Formula: C2H3N3O2
Source: the OMol25 dataset
Level of theory: ωB97M-V with the def2-TZVPD basis set

```
10
C2H3N3O2 | the OMol25 dataset | ωB97M-V with the def2-TZVPD basis set
N -2.261 1.362 0.060
H 2.148 -1.409 -0.339
C -1.640 0.346 -0.068
N 0.196 2.329 -0.155
O -1.373 -0.807 -0.196
O 1.279 -0.979 -0.383
H -2.128 2.210 0.462
N 1.753 0.481 0.158
C 0.834 1.353 -0.026
H 0.542 -1.321 0.162
```

Computed properties:
* Kohn-Sham gap: 8.74 eV
* E_tot: -392.60182 Eh
* HOMO energy: -0.3341 hartree

Record 7
Formula: C2H3N3O2
Source: the OMol25 dataset
Level of theory: ωB97M-V with the def2-TZVPD basis set

```
10
C2H3N3O2 | the OMol25 dataset | ωB97M-V with the def2-TZVPD basis set
O 2.830 0.481 -0.102
N -0.012 -1.331 0.582
H 0.407 1.611 -0.527
O 1.392 -1.167 0.546
N -1.821 0.102 0.072
C 1.720 0.048 0.037
H -2.404 -0.680 0.343
H -2.128 0.517 -0.798
N 0.502 0.642 -0.271
C -0.486 -0.223 0.118
```

Computed properties:
* Kohn-Sham gap: 9.92 eV
* SMILES: Nc1noc(=O)[nH]1
* E_tot: -392.75701 Eh
* HOMO energy: -0.3484 hartree

Record 8
Formula: C2H3N3O2
Source: the OMol25 dataset
Level of theory: ωB97M-V with the def2-TZVPD basis set

```
10
C2H3N3O2 | the OMol25 dataset | ωB97M-V with the def2-TZVPD basis set
O -1.135 0.288 -0.134
H 0.344 0.559 -2.317
N 0.218 -0.181 -0.566
N 0.742 0.559 -1.442
O -2.376 -0.206 1.610
C -1.316 -0.298 1.111
N -0.027 -0.895 1.514
H 1.911 -0.715 0.671
H 0.867 1.604 -1.013
C 0.774 -0.714 0.568
```

Computed properties:
* Kohn-Sham gap: 10.25 eV
* SMILES: Nn1cnc(=O)o1
* E_tot: -392.66120 Eh
* HOMO energy: -0.3672 hartree

Record 9
Formula: C2H3N3O3
Source: the OMol25 dataset
Level of theory: ωB97M-V with the def2-TZVPD basis set

```
11
C2H3N3O3 | the OMol25 dataset | ωB97M-V with the def2-TZVPD basis set
H 1.555 0.357 -2.161
O -0.446 -1.919 1.834
H 0.258 -2.574 1.620
C 0.577 0.299 -0.559
O -1.124 1.884 -0.380
O -1.034 0.139 1.085
H -1.017 1.585 -1.288
N -0.242 1.187 0.358
C -0.260 -0.965 0.934
N 0.638 -0.936 0.037
N 1.096 0.944 -1.481
```

Computed properties:
* Kohn-Sham gap: 10.41 eV
* SMILES: [H]/N=c1\nc(O)on1O
* E_tot: -467.89456 Eh
* HOMO energy: -0.3665 hartree

Record 10
Formula: C2H3N3O3
Source: the OMol25 dataset
Level of theory: ωB97M-V with the def2-TZVPD basis set

```
11
C2H3N3O3 | the OMol25 dataset | ωB97M-V with the def2-TZVPD basis set
O -2.573 -0.112 -0.086
O 1.870 -1.232 -0.193
H -2.933 0.747 -0.151
H -0.824 -1.934 0.447
N 0.756 -0.609 0.386
H 2.421 -0.400 -0.390
C 0.663 0.825 0.125
N -0.670 1.150 0.032
O 1.655 1.456 -0.076
N -0.461 -1.144 -0.061
C -1.271 -0.007 -0.052
```

Computed properties:
* Kohn-Sham gap: 9.91 eV
* SMILES: O=c1nc(O)[nH]n1O
* E_tot: -467.94503 Eh
* HOMO energy: -0.3484 hartree

Record 11
Formula: C2H3N3O3
Source: the OMol25 dataset
Level of theory: ωB97M-V with the def2-TZVPD basis set

```
11
C2H3N3O3 | the OMol25 dataset | ωB97M-V with the def2-TZVPD basis set
C 0.695 -0.248 -0.181
H -2.437 1.736 0.765
H 0.788 -1.934 -1.607
C -1.523 1.121 0.512
N 0.636 0.983 0.591
N -1.611 0.447 -0.605
O -0.487 0.997 1.390
O -0.494 -0.522 -0.966
N 1.654 -1.138 -0.198
H 1.335 0.778 1.227
O 1.445 -2.221 -0.929
```

Computed properties:
* Kohn-Sham gap: 10.14 eV
* SMILES: O/N=C1/NOC=NO1
* E_tot: -467.77087 Eh
* HOMO energy: -0.3503 hartree

Record 12
Formula: C2H3N3O3
Source: the OMol25 dataset
Level of theory: ωB97M-V with the def2-TZVPD basis set

```
11
C2H3N3O3 | the OMol25 dataset | ωB97M-V with the def2-TZVPD basis set
C -1.086 -0.065 0.970
N -0.666 -1.218 0.404
N -0.531 1.141 0.472
O 0.431 0.592 -0.391
O -1.704 0.069 2.012
C 0.154 -0.726 -0.560
H 1.216 -0.509 -2.336
H 0.260 -2.070 -2.234
N 1.168 -1.364 -1.305
H 0.876 2.000 1.798
O -0.119 2.149 1.169
```

Computed properties:
* Kohn-Sham gap: 8.75 eV
* E_tot: -467.73102 Eh
* HOMO energy: -0.3552 hartree

Record 13
Formula: C2H3N3O3
Source: the OMol25 dataset
Level of theory: ωB97M-V with the def2-TZVPD basis set

```
11
C2H3N3O3 | the OMol25 dataset | ωB97M-V with the def2-TZVPD basis set
N -1.223 1.157 -0.280
C -1.502 -0.067 -0.169
O -2.526 -0.860 0.014
C 0.783 0.291 0.010
H -2.085 -1.676 -0.481
O -0.133 -0.705 0.197
O 2.512 -0.875 -0.276
H 1.905 -1.549 0.606
H 0.189 2.437 0.319
N 0.094 1.455 0.075
N 1.986 0.392 -0.015
```

Computed properties:
* Kohn-Sham gap: 8.63 eV
* E_tot: -467.79139 Eh
* HOMO energy: -0.3153 hartree

Record 14
Formula: C2H3N3O3
Source: the OMol25 dataset
Level of theory: ωB97M-V with the def2-TZVPD basis set

```
11
C2H3N3O3 | the OMol25 dataset | ωB97M-V with the def2-TZVPD basis set
N -0.214 -1.051 0.067
H -2.877 -0.672 -0.031
N 1.058 -0.481 0.188
C -0.900 0.040 0.004
O 2.060 -1.269 -0.242
N -2.249 0.126 -0.067
O 2.127 1.567 -0.056
H 2.690 -1.213 0.459
H -2.730 0.982 -0.355
O -0.171 1.128 0.021
C 1.207 0.843 0.012
```

Computed properties:
* Kohn-Sham gap: 9.39 eV
* SMILES: Nc1nn(O)c(=O)o1
* E_tot: -467.93341 Eh
* HOMO energy: -0.3211 hartree

Record 15
Formula: C2H3N3O3
Source: the OMol25 dataset
Level of theory: ωB97M-V with the def2-TZVPD basis set

```
11
C2H3N3O3 | the OMol25 dataset | ωB97M-V with the def2-TZVPD basis set
O 0.582 -1.803 -0.161
O -2.512 -0.274 0.173
H -2.460 0.914 0.228
H -0.276 2.360 -0.149
C 0.102 0.426 0.080
N -0.838 -1.775 -0.100
N 1.096 -0.566 0.514
O 2.416 -0.506 0.141
H 2.632 0.107 -0.627
N 0.414 1.613 -0.149
C -1.155 -0.497 0.051
```

Computed properties:
* Kohn-Sham gap: 9.20 eV
* SMILES: [H]/N=c1\c(O)non1O
* E_tot: -467.76728 Eh
* HOMO energy: -0.3479 hartree

Record 16
Formula: C2H3N3OS
Source: the OMol25 dataset
Level of theory: ωB97M-V with the def2-TZVPD basis set

```
10
C2H3N3OS | the OMol25 dataset | ωB97M-V with the def2-TZVPD basis set
C 0.567 -0.819 -0.631
H -0.245 -0.552 2.894
N 0.409 -1.088 0.615
N -0.275 0.329 2.405
O -0.033 1.147 0.331
H 0.885 -1.488 -1.429
H -1.505 0.631 -2.117
S -0.282 1.180 -2.357
N 0.454 0.562 -0.922
C 0.026 0.098 1.211
```

Computed properties:
* Kohn-Sham gap: 9.41 eV
* SMILES: [H]/N=c1\ncn(S)o1
* E_tot: -715.62445 Eh
* HOMO energy: -0.3445 hartree

Record 17
Formula: C2H3N3OS
Source: the OMol25 dataset
Level of theory: ωB97M-V with the def2-TZVPD basis set

```
10
C2H3N3OS | the OMol25 dataset | ωB97M-V with the def2-TZVPD basis set
C 1.433 0.892 0.517
H -2.916 -2.137 0.597
N 0.201 0.618 0.918
N -1.528 -0.451 -0.527
H 2.128 1.345 1.115
C -0.343 -0.008 -0.221
S -2.211 -0.776 1.157
H 0.770 -0.473 -1.698
N 0.581 0.332 -1.268
O 1.884 0.658 -0.590
```

Computed properties:
* Kohn-Sham gap: 9.03 eV
* SMILES: S/N=c1\nco[nH]1
* E_tot: -715.54546 Eh
* HOMO energy: -0.3151 hartree

Record 18
Formula: C2H3N3S
Source: the OMol25 dataset
Level of theory: ωB97M-V with the def2-TZVPD basis set

```
9
C2H3N3S | the OMol25 dataset | ωB97M-V with the def2-TZVPD basis set
H -0.133 1.802 0.282
N -0.534 -1.291 0.206
H 1.116 -1.582 -1.188
S -2.226 0.247 1.603
C 0.495 -1.011 -0.530
C -0.904 -0.075 0.729
H 1.151 0.828 -1.206
N 0.979 0.258 -0.377
N 0.056 0.823 0.481
```

Computed properties:
* Kohn-Sham gap: 8.60 eV
* SMILES: S=c1nc[nH][nH]1
* E_tot: -640.42192 Eh
* HOMO energy: -0.3042 hartree

Record 19
Formula: C2H3N3S
Source: the OMol25 dataset
Level of theory: ωB97M-V with the def2-TZVPD basis set

```
9
C2H3N3S | the OMol25 dataset | ωB97M-V with the def2-TZVPD basis set
N 1.118 0.973 0.120
C 0.484 -0.170 0.043
H -0.594 -0.223 -0.226
C 0.974 -1.438 0.064
H 2.723 -1.025 -0.471
N 0.855 -2.528 0.033
N 2.393 1.035 -0.080
S 3.508 -0.141 -0.063
H 0.608 1.892 0.220
```

Computed properties:
* Kohn-Sham gap (spin up / spin down): 7.79 / 7.79 eV
* E_tot: -640.29913 Eh
* HOMO energy (spin up / spin down): -0.2920 / -0.2920 hartree

Record 20
Formula: C2H3N3S
Source: the OMol25 dataset
Level of theory: ωB97M-V with the def2-TZVPD basis set

```
9
C2H3N3S | the OMol25 dataset | ωB97M-V with the def2-TZVPD basis set
N -0.075 1.231 1.532
N -0.367 1.076 0.263
C -0.044 -0.195 -0.162
H -1.276 -0.425 -2.112
S 0.016 -0.670 -1.871
H 0.605 -1.845 1.093
N 0.328 0.123 1.994
H -0.481 1.861 -0.361
C 0.325 -0.786 0.960
```

Computed properties:
* Kohn-Sham gap: 10.18 eV
* SMILES: Sc1cnn[nH]1
* E_tot: -640.42342 Eh
* HOMO energy: -0.3547 hartree